Computed, not measured: C3H4INO as an isolated structure in a non-equilibrium geometry, with wB97M-V/def2-TZVPD.

The geometry in XYZ format:
```
10
Properties=species:S:1:pos:R:3:forces:R:3
C -1.391826 -0.735898 0.271395 -0.87 0.99 -0.29
C 0.990640 -0.001869 0.664811 -2.83 2.92 -3.29
C -0.647917 0.520277 -0.215854 3.27 -2.77 -0.56
N -0.794653 -1.497793 1.080854 0.34 -0.10 -0.23
O 0.508093 -1.104908 1.328157 1.36 -0.18 1.52
I -1.460903 2.429190 0.293558 0.30 -0.75 -0.26
H -2.441561 -1.101058 0.082638 1.18 0.97 -0.11
H 1.747561 -0.190525 -0.132222 -0.82 -0.60 0.37
H 1.357112 0.962822 1.114389 -0.71 -1.40 0.94
H -0.301976 0.369990 -1.322811 -1.22 0.92 1.91
```
Forces are in eV/Å.

Properties
* orbital gap: 0.35667 Eh
* M: 196.97 g/mol
* net charge: 0
* HOMO level: -9.6223 eV
* energy relative to the best compared isomer or geometry (same formula, charge and spin): 307.9 kJ/mol

---

Computed, not measured: a 2-piece molecular cluster, C3H4INO overall in a non-equilibrium geometry, with wB97M-V/def2-TZVPD.

The geometry in XYZ format:
```
10
Properties=species:S:1:pos:R:3:forces:R:3
C 1.334291 0.952925 -0.236663 -2.47 3.49 -1.15
C 1.736981 -0.162064 0.218696 2.33 -1.70 0.03
O 2.326505 -1.099246 0.562603 -0.69 -0.27 0.31
H 0.536181 1.517940 0.241133 0.18 -0.43 0.61
H 1.455673 1.440075 -1.211305 0.75 -1.01 0.23
C -1.334590 -0.619968 -0.466007 -0.39 -0.99 0.06
N -1.594347 -1.030316 0.698909 1.48 -1.04 -0.65
I -2.011129 0.057015 2.306498 -0.69 0.80 0.20
H -0.768419 -1.295079 -1.123197 -0.42 -0.25 0.21
H -1.681146 0.238718 -0.990667 -0.09 1.41 0.15
```
Forces are in eV/Å.

Properties
* SMILES: C=C=O.C=NI
* orbital gap: 0.32935 Eh
* M: 196.97 g/mol
* net charge: 0
* HOMO level: -8.9946 eV
* energy relative to the best compared isomer or geometry (same formula, charge and spin): 248.5 kJ/mol

---

Computed, not measured: a 2-piece molecular cluster, C3H4IO3 overall in a non-equilibrium geometry, with wB97M-V/def2-TZVPD.

The geometry in XYZ format:
```
11
Properties=species:S:1:pos:R:3:forces:R:3
C 0.762747 2.479327 -0.823126 -0.06 -0.55 -0.39
C -1.010107 -0.411561 -0.143982 1.98 -2.39 -2.74
C 0.090987 -0.594740 0.875837 -0.69 -1.25 1.42
O 1.737474 2.451450 -1.456817 -0.37 0.37 0.46
O -0.254346 2.472842 -0.257167 0.67 0.73 -0.05
O -0.176982 -1.892884 1.354957 -0.84 0.32 -0.73
I 2.244453 -1.085573 -0.351745 0.41 0.04 -0.50
H -1.015541 -1.265892 -1.008528 0.03 1.76 1.84
H -1.936341 -0.513055 0.347990 -1.19 0.25 0.74
H -0.828625 0.534087 -0.603914 -0.63 0.25 -0.42
H 0.386284 -2.173996 2.066494 0.69 0.47 0.37
```
Forces are in eV/Å.

Properties
* orbital gap: 0.21563 Eh
* M: 214.97 g/mol
* net charge: -1
* HOMO level: -2.5023 eV
* energy relative to the best compared isomer or geometry (same formula, charge and spin): 194.3 kJ/mol

---

Computed, not measured: C3H4IrLiO3 as an isolated structure in a non-equilibrium geometry, with wB97M-V/def2-TZVPD.

The geometry in XYZ format:
```
12
Properties=species:S:1:pos:R:3:forces:R:3
H -2.570783 -1.060473 -2.673412 -0.16 -0.74 0.65
C 0.922705 1.168150 0.913384 0.50 0.67 -0.21
C 0.514104 -0.175240 0.387707 0.29 -0.69 1.03
O 0.145552 -0.048863 -0.964505 -1.61 0.09 -0.04
C -1.130964 -0.363435 -1.281622 2.09 0.78 -0.79
O -1.536232 0.224074 -2.306473 -0.51 -1.76 0.99
O 1.610001 1.303432 1.904921 -0.26 -0.43 -0.02
Ir -2.188116 -2.274839 -1.156767 -0.37 1.65 -1.45
H 0.621132 2.052711 0.319176 -0.04 -0.17 0.22
H -0.304653 -0.548850 1.028206 0.07 0.13 -0.27
H 1.346511 -0.886575 0.500909 -0.13 0.24 -0.25
Li 2.570743 0.609906 3.328474 0.14 0.24 0.15
```
Forces are in eV/Å.

Properties
* multiplicity: 5
* orbital gap (alpha / beta): 0.25744 / 0.27583 Eh
* M: 287.22 g/mol
* net charge: +2
* HOMO level (alpha / beta): -16.2612 / -18.9329 eV
* energy relative to the best compared isomer or geometry (same formula, charge and spin): 0.0 kJ/mol
* <S²>: 6.02

---

Computed, not measured: C3H4IrO4 as an isolated structure in a non-equilibrium geometry, with wB97M-V/def2-TZVPD.

The geometry in XYZ format:
```
12
Properties=species:S:1:pos:R:3:forces:R:3
C -1.201530 0.993982 1.415250 -1.24 -1.54 -3.20
C 0.079587 1.463550 1.240626 1.46 0.87 2.57
O 0.568456 0.316004 -1.337334 1.22 -1.65 -0.99
C 0.990831 -0.775727 -1.781454 -2.97 4.66 2.30
O 0.306116 -1.478228 -2.670301 -0.68 1.32 -1.96
O 1.844667 -1.532166 -1.150087 2.60 1.15 1.22
O -1.570159 -0.249040 1.190026 1.79 -1.20 -2.65
Ir 0.875485 -3.038747 -1.760903 -0.42 -5.59 -0.09
H -2.036596 1.706194 1.369920 -0.07 -0.36 1.07
H 0.882548 0.925653 1.752218 0.12 -0.46 -1.01
H 0.239910 2.538929 1.338680 -0.14 -0.12 -0.85
H -0.979314 -0.870403 0.393359 -1.66 2.92 3.58
```
Forces are in eV/Å.

Properties
* multiplicity: 5
* orbital gap (alpha / beta): 0.25134 / 0.22977 Eh
* M: 296.28 g/mol
* net charge: +1
* HOMO level (alpha / beta): -12.4092 / -14.2061 eV
* energy relative to the best compared isomer or geometry (same formula, charge and spin): 0.0 kJ/mol
* <S²>: 6.02

---

Computed, not measured: C3H4KLiO4 as an isolated structure in a non-equilibrium geometry, with wB97M-V/def2-TZVPD.

The geometry in XYZ format:
```
13
Properties=species:S:1:pos:R:3:forces:R:3
H -4.548081 -0.948937 -1.625199 0.00 0.03 0.35
C -4.422505 -0.797756 -0.549873 -0.28 -0.06 -0.31
C -4.872447 0.221352 0.370231 -0.39 0.10 0.16
O -3.478402 0.057246 -0.046854 0.38 0.12 -0.01
H -5.325801 1.145746 0.003254 0.11 -0.29 0.13
H -5.053760 -0.037349 1.415733 0.02 0.07 -0.34
O 1.895424 0.283616 0.096580 -0.24 0.60 0.21
C 3.103197 0.040783 0.030001 -1.15 -2.00 -0.72
O 3.974628 1.019554 -0.341182 1.01 0.73 -0.22
K -0.945134 0.459603 0.136516 0.75 -0.07 0.05
H 3.512366 1.785955 -0.701951 -0.09 -0.01 0.25
Li 5.463046 -0.686455 -0.282894 -0.74 0.06 0.12
O 3.669244 -1.086629 0.129162 0.63 0.71 0.34
```
Forces are in eV/Å.

Properties
* multiplicity: 2
* orbital gap (alpha / beta): 0.32592 / 0.36024 Eh
* M: 150.10 g/mol
* net charge: +1
* HOMO level (alpha / beta): -11.8885 / -12.8830 eV
* energy relative to the best compared isomer or geometry (same formula, charge and spin): 0.0 kJ/mol
* <S²>: 0.75

---

Computed, not measured: C3H4Li2O3 as an isolated structure in a non-equilibrium geometry, with wB97M-V/def2-TZVPD.

The geometry in XYZ format:
```
12
Properties=species:S:1:pos:R:3:forces:R:3
O 0.301433 -0.018232 -1.467763 -0.20 -0.15 -0.72
C 0.830142 0.576280 -0.329198 0.52 -0.44 0.85
C -0.106492 0.739177 0.833733 -0.20 0.56 0.37
O -0.375840 -0.867553 1.899068 0.23 0.70 -0.75
C -1.079061 -1.683591 1.321786 0.49 0.73 0.63
O -1.682843 -1.794382 0.305265 -0.48 -0.24 -1.11
Li 1.339367 -0.151414 -2.896281 -0.04 0.06 0.15
Li -1.299436 -0.828722 -1.410685 -0.08 -0.23 0.51
H 1.212821 1.601771 -0.532282 -0.24 -0.19 0.12
H 1.706507 0.004556 0.040884 -0.17 0.24 -0.07
H -1.128392 1.056559 0.592962 0.12 -0.49 0.09
H 0.281796 1.365551 1.642513 0.03 -0.55 -0.07
```
Forces are in eV/Å.

Properties
* multiplicity: 2
* orbital gap (alpha / beta): 0.26656 / 0.35580 Eh
* M: 101.94 g/mol
* net charge: +1
* HOMO level (alpha / beta): -11.5913 / -14.0737 eV
* energy relative to the best compared isomer or geometry (same formula, charge and spin): 206.3 kJ/mol
* <S²>: 0.77

---

Computed, not measured: C3H4LiNaO5 as an isolated structure in a non-equilibrium geometry, with wB97M-V/def2-TZVPD.

The geometry in XYZ format:
```
14
Properties=species:S:1:pos:R:3:forces:R:3
C 3.051655 -3.558629 -1.510571 0.04 0.49 -0.32
C 1.660733 -3.930623 -1.976391 -0.62 0.24 -0.25
O 0.898021 -3.129879 -2.457427 0.47 -0.42 0.26
O 3.806828 -4.671583 -1.101951 0.45 -0.67 0.37
H 2.943911 -2.893010 -0.640253 0.07 -0.18 -0.25
H 3.561707 -2.990691 -2.304085 -0.19 -0.07 0.19
H 1.375364 -4.998330 -1.830002 0.08 0.17 -0.03
Na 4.355611 -5.521249 1.107547 -0.03 -1.05 0.26
O 4.620218 -7.937401 1.243568 0.33 0.44 0.11
C 4.271878 -7.915365 2.465522 -0.75 -0.45 -0.73
O 3.915555 -6.759039 2.983491 -0.50 1.21 1.21
O 4.129296 -8.946430 3.202175 -0.24 0.12 0.92
Li 3.125179 -7.766709 4.743531 1.15 -0.22 -1.94
H 4.074845 -5.249732 -1.835500 -0.26 0.41 0.21
```
Forces are in eV/Å.

Properties
* orbital gap: 0.24632 Eh
* M: 149.99 g/mol
* net charge: 0
* HOMO level: -7.1657 eV
* energy relative to the best compared isomer or geometry (same formula, charge and spin): 41.6 kJ/mol

---

Computed, not measured: C3H4LiO3Yb as an isolated structure in a non-equilibrium geometry, with wB97M-V/def2-TZVPD.

The geometry in XYZ format:
```
12
Properties=species:S:1:pos:R:3:forces:R:3
O 0.706116 -1.370681 0.336367 -0.15 -2.73 -3.23
C -0.379741 -1.192025 -0.293660 1.69 2.68 1.53
C 0.444235 0.069094 1.858621 -0.67 4.30 1.00
O -1.048209 -1.184155 -1.363118 2.60 -3.69 -3.26
O -1.070607 -0.294987 0.364770 -5.50 7.81 4.16
C -0.370001 0.838789 0.963793 3.00 -5.56 2.78
H -0.084623 -0.161803 2.789905 -0.14 -2.44 -0.86
H 1.410147 0.475669 2.165043 0.17 0.01 -0.28
H 0.062187 1.846202 1.031602 -1.05 0.64 -2.36
H 1.139446 -0.525734 -4.646444 0.04 0.18 -0.97
Li -1.612253 2.213302 -0.423142 0.02 -0.57 0.39
Yb 0.803302 -0.713671 -2.783735 0.01 -0.65 1.11
```
Forces are in eV/Å.

Properties
* orbital gap: 0.24332 Eh
* M: 268.04 g/mol
* net charge: +1
* HOMO level: -11.7377 eV
* energy relative to the best compared isomer or geometry (same formula, charge and spin): 605.8 kJ/mol

---

Computed, not measured: C3H4MgNiO4 as an isolated structure in a non-equilibrium geometry, with wB97M-V/def2-TZVPD.

The geometry in XYZ format:
```
13
Properties=species:S:1:pos:R:3:forces:R:3
O -1.467693 -1.388021 0.862337 0.72 1.42 -2.65
C -1.514181 -0.400939 -0.053292 -2.35 0.47 4.42
O -1.519259 0.893838 0.491937 1.07 -1.48 -1.53
C -0.446180 1.157676 1.442528 -0.25 -0.26 -0.13
Ni -0.423899 -0.713827 2.252047 0.25 1.11 0.27
H -2.371937 -0.460276 -0.744413 1.00 -0.24 -0.59
H -0.784067 2.021817 2.033237 0.09 -0.57 0.04
H 0.442981 1.477342 0.864542 -0.24 -0.46 0.36
H -0.064138 -0.461674 -0.765620 1.88 0.09 -0.96
O 1.978944 0.501547 -1.153874 -1.17 0.15 0.24
C 1.211234 -0.491860 -1.245797 0.03 -0.52 0.26
O 1.623805 -1.569424 -1.749406 -1.05 0.36 0.26
Mg 3.334390 -0.566198 -2.234226 0.05 -0.06 0.01
```
Forces are in eV/Å.

Properties
* multiplicity: 4
* orbital gap (alpha / beta): 0.15453 / 0.30558 Eh
* M: 187.06 g/mol
* net charge: +1
* HOMO level (alpha / beta): -10.1249 / -14.0538 eV
* energy relative to the best compared isomer or geometry (same formula, charge and spin): 107.9 kJ/mol
* <S²>: 3.78